Entry 1:
Here is a structure of composition C32H57N4OP2SSn in a non-equilibrium geometry from the Open Molecules 2025 dataset. Energies are from ωB97M-V/def2-TZVPD.

Positions of all 98 atoms, in Å:
C1 2.4217 -1.2453 -1.5958
C2 1.3918 0.6009 -2.5967
C3 3.3651 -1.3011 -2.6199
C4 2.2368 0.5284 -3.6979
C5 3.2512 -0.4247 -3.6932
H1 4.1372 -2.0728 -2.5727
H2 2.0949 1.2326 -4.5233
H3 3.9356 -0.4889 -4.5336
N1 1.5184 -0.2497 -1.5524
P1 0.6677 -2.5264 0.1663
P2 0.0367 2.4099 -0.8943
C6 2.3579 -2.3265 -0.5107
H4 2.6720 -3.3017 -0.9253
H5 3.0471 -2.0769 0.3136
C7 -2.2832 -0.2468 2.0317
O1 -3.1344 -0.2456 2.7983
C8 0.2008 1.5265 -2.5595
H6 0.2570 2.2876 -3.3471
C9 -1.5953 3.4017 -0.9684
C10 1.5067 3.5658 -0.6820
C11 -0.2795 -3.5663 -1.1032
C12 0.7768 -3.3787 1.8405
C13 -2.7176 2.5477 -0.3429
H7 -2.5976 2.4619 0.7450
H8 -3.6758 3.0538 -0.5351
H9 -2.7737 1.5380 -0.7646
C14 -1.5009 4.6892 -0.1405
H10 -1.2774 4.4833 0.9150
H11 -0.7707 5.4024 -0.5368
H12 -2.4896 5.1697 -0.1754
C15 -1.9547 3.7322 -2.4216
H13 -2.8337 4.3936 -2.4122
H14 -1.1540 4.2605 -2.9548
H15 -2.2344 2.8313 -2.9824
C16 1.4669 4.1025 0.7780
H16 0.9745 3.3975 1.4638
H17 2.4961 4.2188 1.1458
H18 0.9671 5.0774 0.8482
C17 2.8341 2.7965 -0.8454
H19 2.8689 1.9168 -0.1913
H20 3.0236 2.4972 -1.8833
H21 3.6487 3.4666 -0.5327
C18 1.4776 4.7335 -1.7039
H22 0.8271 4.5603 -2.5721
H23 1.1804 5.6781 -1.2269
H24 2.4986 4.8850 -2.0889
C19 -0.6721 -3.5627 2.3357
H25 -0.6371 -3.9980 3.3458
H26 -1.2060 -2.5997 2.3998
H27 -1.2514 -4.2438 1.6969
C20 1.5322 -2.4828 2.8390
H28 2.5353 -2.2113 2.4858
H29 0.9935 -1.5533 3.0602
H30 1.6361 -3.0401 3.7828
C21 1.5343 -4.7180 1.7610
H31 2.4135 -4.6639 1.1042
H32 1.8943 -4.9659 2.7701
H33 0.8986 -5.5503 1.4417
C22 0.1470 -3.1663 -2.5224
H34 1.1948 -3.4083 -2.7426
H35 -0.4814 -3.7212 -3.2355
H36 -0.0234 -2.0953 -2.6964
C23 -1.7844 -3.2387 -0.9306
H37 -2.0701 -2.3934 -1.5725
H38 -2.3726 -4.1217 -1.2181
H39 -2.0622 -2.9704 0.0976
C24 -0.0098 -5.0694 -0.9273
H40 1.0627 -5.3077 -0.9545
H41 -0.4561 -5.4754 -0.0122
H42 -0.4794 -5.5964 -1.7718
Sn1 -0.2794 -0.0795 0.0787
N2 -1.4703 -0.1557 -1.7996
C25 -1.0717 0.5631 -2.7427
C26 -1.7695 0.4684 -4.1770
C27 -1.2801 1.5081 -5.1693
C28 -1.4476 -0.9080 -4.7520
C29 -3.2939 0.5899 -3.9728
H43 -1.4772 2.5269 -4.8278
H44 -0.2122 1.3911 -5.3780
H45 -1.8191 1.3751 -6.1171
H46 -1.7967 -1.6880 -4.0646
H47 -1.9628 -1.0482 -5.7139
H48 -0.3688 -1.0267 -4.9236
H49 -3.7389 1.2987 -4.6823
H50 -3.7628 -0.3873 -4.1327
H51 -3.5400 0.9145 -2.9559
S1 1.7500 0.7567 1.8658
C30 0.8736 1.2016 3.2700
N3 1.1948 0.8879 4.5366
C31 0.2428 1.3844 5.5057
C32 -0.7876 2.0995 4.6363
N4 -0.2741 1.9087 3.2985
H52 1.9926 0.3008 4.7543
H53 0.7272 2.0651 6.2128
H54 -0.2113 0.5619 6.0686
H55 -0.8671 3.1662 4.8732
H56 -1.7817 1.6455 4.7362
H57 -0.6938 2.3018 2.4608

M = 726.56 Da
HOMO level (spin up / spin down) = -0.6061 / -0.6060 hartree
max |F| = 0.0688 hartree/bohr
energy = -2842.08704 Ha
LUMO level (spin up / spin down) = -10.536 / -10.536 eV
net charge = +3
energy above the lowest of the compared OMol25 structures with the same formula, charge and spin = 0.0 kJ/mol

Entry 2:
Here is a cluster of 7 separate species, C32H58ClN10O2 in total in a non-equilibrium geometry from the Open Molecules 2025 dataset. Energies are from ωB97M-V/def2-TZVPD.

Positions of all 103 atoms, in Å:
C1 -7.2948 37.9703 -3.8867
C2 -5.9456 37.8798 -3.1548
N1 -5.9490 38.3922 -1.7682
C3 -4.8943 38.1915 -0.8054
C4 -5.1722 38.8617 0.4178
N2 -6.4319 39.3862 0.2218
C5 -6.8684 39.1493 -1.0916
C6 -7.4011 39.9776 1.2437
H1 -7.1733 37.5508 -4.8854
H2 -7.6928 38.9809 -3.9775
H3 -7.9334 37.3304 -3.2777
H4 -5.1876 38.3217 -3.8016
H5 -5.5751 36.8565 -3.0950
H6 -4.0175 37.6716 -1.1624
H7 -4.5201 38.9041 1.2777
H8 -7.7833 39.4571 -1.5760
H9 -7.0372 39.5843 2.1929
H10 -8.4126 39.6391 1.0190
H11 -7.2374 41.0542 1.1966
C7 -12.8420 40.7936 -1.6390
C8 -13.1705 42.0796 -2.4318
N3 -13.7871 41.9639 -3.7529
C9 -14.0418 43.0735 -4.5734
C10 -14.5603 42.4891 -5.7495
N4 -14.6412 41.1580 -5.6608
C11 -14.2453 40.8247 -4.3743
C12 -14.9773 40.1045 -6.6657
H12 -11.9671 40.2307 -1.9644
H13 -13.6696 40.0843 -1.6432
H14 -12.7139 41.1260 -0.6088
H15 -12.3043 42.7413 -2.4279
H16 -13.8936 42.6511 -1.8499
H17 -13.8560 44.1022 -4.3021
H18 -14.9513 43.0329 -6.5968
H19 -14.2480 39.8021 -4.0268
H20 -15.7656 39.4433 -6.3059
H21 -14.0495 39.5392 -6.7525
H22 -15.1270 40.4926 -7.6732
C13 -15.1281 37.0723 -1.7183
C14 -15.3700 36.5262 -0.2401
N5 -16.3936 37.2163 0.5308
C15 -17.6809 36.8066 0.8251
C16 -18.3728 37.8713 1.4446
N6 -17.5077 38.9866 1.5171
C17 -16.3413 38.5538 0.9233
C18 -17.7800 40.3543 1.9332
H23 -14.5197 37.9763 -1.6895
H24 -16.0725 37.3552 -2.1833
H25 -14.7067 36.2535 -2.3015
H26 -14.4551 36.5438 0.3522
H27 -15.6579 35.4753 -0.2683
H28 -18.0491 35.8140 0.6116
H29 -19.3320 37.9968 1.9247
H30 -15.5113 39.2447 0.9083
H31 -16.9661 41.0308 1.6723
H32 -17.8187 40.4154 3.0208
H33 -18.6904 40.6842 1.4327
C19 -6.9173 39.1392 5.3974
C20 -6.7827 37.5739 5.2546
N7 -6.8856 37.1479 3.8109
C21 -8.0825 37.1146 3.0699
C22 -7.7937 36.5720 1.7999
N8 -6.4542 36.1296 1.7967
C23 -5.9054 36.5615 2.9923
C24 -5.9162 35.4665 0.6742
H34 -7.8183 39.4444 4.8653
H35 -6.0437 39.6257 4.9635
H36 -7.1020 39.3743 6.4456
H37 -7.4278 36.9706 5.8933
H38 -5.8361 37.2117 5.6558
H39 -8.9998 37.4722 3.5139
H40 -8.4527 36.3870 0.9646
H41 -4.9377 36.2265 3.3355
H42 -5.9807 34.4085 0.9282
H43 -4.8644 35.7106 0.5250
H44 -6.4870 35.6913 -0.2267
C25 -11.7855 33.3046 -2.1806
C26 -11.9004 34.0652 -3.5119
N9 -10.6046 34.0296 -4.2051
C27 -10.4724 33.9105 -5.5947
C28 -9.1346 34.0661 -5.9547
N10 -8.4165 34.1761 -4.8110
C29 -9.3298 34.1983 -3.7391
C30 -6.9421 34.2164 -4.7500
H45 -11.1143 33.7532 -1.4483
H46 -11.3148 32.3215 -2.1844
H47 -12.7032 33.0903 -1.6328
H48 -12.2001 35.0940 -3.3128
H49 -12.6942 33.6681 -4.1446
H50 -11.3257 33.9299 -6.2564
H51 -8.6963 34.1330 -6.9395
H52 -9.1026 34.2975 -2.6879
H53 -6.4197 33.4068 -5.2596
H54 -6.7140 34.1525 -3.6861
H55 -6.5257 35.1740 -5.0628
C31 -11.8298 37.1891 -1.5659
C32 -10.3164 37.4192 -1.2861
O1 -9.8993 38.5733 -1.1614
O2 -9.4343 36.4699 -1.1899
H56 -12.4721 37.7054 -0.8524
H57 -12.1623 36.1523 -1.6142
H58 -11.9666 37.4332 -2.6193
Cl1 -13.5426 37.0025 -4.9559

M = 650.34 Da
HOMO level = -0.4763 hartree
max |F| = 0.1139 hartree/bohr
energy = -2411.43629 Ha
LUMO level = -6.243 eV
net charge = +3
energy above the lowest of the compared OMol25 structures with the same formula, charge and spin = 283.4 kJ/mol

Entry 3:
Here is a structure of composition C32H58N2O8SbSiSr from the Open Molecules 2025 dataset. Energies are from ωB97M-V/def2-TZVPD.

Positions of all 103 atoms, in Å:
Sr1 1.6668 0.3155 -0.6291
O1 5.1754 2.1960 -2.5145
C1 4.1925 1.6161 -2.0784
O2 3.7606 1.6063 -0.8608
C2 3.2690 0.7665 -2.9962
O3 3.7132 -0.1925 -3.6200
O4 2.0153 1.0950 -2.9180
N1 -1.5806 5.8242 2.7408
C3 -0.9443 5.3655 1.9008
C4 -0.1540 4.8001 0.8395
C5 0.2934 5.5897 -0.2148
C6 1.0416 5.0012 -1.2148
C7 1.3173 3.6418 -1.1342
N2 0.8767 2.8847 -0.1233
C8 0.1658 3.4463 0.8438
H1 0.0517 6.6442 -0.2378
H2 1.4129 5.5813 -2.0472
H3 1.8895 3.1133 -1.8897
H4 -0.1628 2.8022 1.6500
C9 -3.5169 -1.7085 -3.1070
C10 -2.4169 -1.4715 -2.0800
C11 -2.9310 -1.7188 -0.6644
C12 -1.2496 -2.4348 -2.3166
Sb1 -1.5088 0.5292 -2.0849
C13 -3.0840 1.7959 -1.1923
C14 -2.7648 3.2383 -1.5859
C15 -2.9507 1.6563 0.3243
C16 -4.5090 1.4567 -1.6217
C17 -1.4743 1.1340 -4.2051
C18 -2.8241 1.3875 -4.8661
C19 -0.7066 0.0349 -4.9382
C20 -0.6346 2.4134 -4.2711
H5 -3.8890 -2.7376 -3.0195
H6 -3.1575 -1.5783 -4.1278
H7 -4.3637 -1.0364 -2.9533
H8 -3.2201 -2.7732 -0.5618
H9 -3.8108 -1.1192 -0.4311
H10 -2.1485 -1.5026 0.0689
H11 -1.6073 -3.4707 -2.2498
H12 -0.4885 -2.3097 -1.5428
H13 -0.7795 -2.3082 -3.2920
H14 -1.7094 3.4859 -1.4355
H15 -3.3592 3.9329 -0.9789
H16 -3.0054 3.4255 -2.6340
H17 -1.9205 1.8002 0.6521
H18 -3.2582 0.6746 0.6790
H19 -3.5740 2.4103 0.8225
H20 -4.6314 1.4981 -2.7026
H21 -5.2102 2.1774 -1.1798
H22 -4.8131 0.4638 -1.2874
H23 -3.4919 0.5249 -4.8396
H24 -2.6602 1.6491 -5.9195
H25 -3.3372 2.2321 -4.4037
H26 -1.2406 -0.9161 -4.9396
H27 0.2875 -0.1075 -4.5047
H28 -0.5597 0.3301 -5.9847
H29 -1.1447 3.2615 -3.8111
H30 -0.4584 2.6669 -5.3246
H31 0.3435 2.2808 -3.8048
C21 -0.1298 -4.1583 1.2562
C22 -0.2190 -3.6213 2.6825
C23 0.1027 -4.7168 3.6894
C24 -1.6011 -3.0334 2.9463
O5 0.7612 -2.6012 2.8911
Si1 1.1646 -1.3763 1.8534
O6 0.0615 -0.8395 0.8686
O7 1.8741 -0.2341 2.8311
C25 1.3567 0.3930 4.0035
C26 1.7759 -0.4341 5.2130
C27 1.9873 1.7794 4.0552
C28 -0.1653 0.5086 3.9329
O8 2.4339 -1.7651 0.8374
C29 3.7804 -2.2088 1.1266
C30 4.1862 -3.0714 -0.0599
C31 4.6732 -0.9826 1.2500
C32 3.8146 -3.0221 2.4148
H32 -0.8574 -4.9592 1.1082
H33 0.8706 -4.5481 1.0567
H34 -0.3399 -3.3561 0.5478
H35 -0.6178 -5.5337 3.6098
H36 0.0698 -4.3152 4.7034
H37 1.1038 -5.1118 3.5095
H38 -2.3764 -3.7885 2.7978
H39 -1.7732 -2.1981 2.2688
H40 -1.6614 -2.6697 3.9743
H41 2.8643 -0.5049 5.2551
H42 1.3650 -1.4410 5.1329
H43 1.4181 0.0282 6.1360
H44 3.0744 1.6988 4.0961
H45 1.6379 2.3303 4.9308
H46 1.7293 2.3442 3.1580
H47 -0.6266 -0.4794 3.9581
H48 -0.4653 0.9882 3.0002
H49 -0.5408 1.0917 4.7763
H50 4.1144 -2.5051 -0.9901
H51 3.5312 -3.9420 -0.1327
H52 5.2170 -3.4124 0.0540
H53 4.6917 -0.3905 0.3334
H54 5.6955 -1.2882 1.4828
H55 4.3072 -0.3437 2.0552
H56 3.1473 -3.8828 2.3549
H57 3.5090 -2.4162 3.2691
H58 4.8343 -3.3751 2.5802

M = 836.29 Da
HOMO level = -0.1812 hartree
max |F| = 0.0098 hartree/bohr
energy = -2526.45326 Ha
LUMO level = 2.009 eV
net charge = -1
energy above the lowest of the compared OMol25 structures with the same formula, charge and spin = 0.0 kJ/mol

Entry 4:
Here is a structure of composition C32H58N4O12P2SSeW in a non-equilibrium geometry from the Open Molecules 2025 dataset. Energies are from ωB97M-V/def2-TZVPD.

Positions of all 111 atoms, in Å:
W1 0.2845 -0.1941 0.0990
N1 1.3352 1.3155 1.4951
C1 1.4522 0.7365 2.8477
C2 0.4998 -0.4279 3.0139
O1 0.3988 -1.0470 4.0345
O2 -0.2203 -0.7307 1.9160
H1 2.2405 1.6573 1.1823
H2 0.7138 2.1226 1.5078
H3 1.2589 1.4714 3.6305
H4 2.4613 0.3483 3.0052
C3 -2.6962 4.2378 2.9245
C4 -1.9437 3.0043 3.3558
C5 -2.6916 2.1017 4.3013
O3 -1.5081 2.2148 2.1648
P1 -2.3236 1.7590 0.9169
O4 -1.7401 0.5206 0.2992
C6 -2.0738 3.0267 -0.3503
P2 -0.9924 2.3294 -1.6111
O5 0.2214 1.6689 -0.9452
O6 -1.7042 1.2610 -2.4697
C7 -2.7546 1.4364 -3.4948
C8 -2.4334 0.4317 -4.5738
C9 -4.0997 1.1962 -2.8498
O7 -0.6191 3.5621 -2.4636
C10 0.5192 3.7543 -3.4040
C11 0.5724 2.6093 -4.3836
C12 1.7816 3.9743 -2.6100
O8 -3.8124 1.6229 1.2724
C13 -4.6015 0.3517 1.0990
C14 -6.0431 0.7828 1.0457
C15 -4.2552 -0.5791 2.2298
H5 -2.9549 4.8151 3.8127
H6 -3.6312 3.9853 2.4230
H7 -2.0929 4.8790 2.2834
H8 -0.9797 3.2848 3.7827
H9 -3.6882 1.8739 3.9275
H10 -2.7997 2.6159 5.2566
H11 -2.1493 1.1734 4.4765
H12 -1.5557 3.8850 0.0791
H13 -2.9970 3.3844 -0.8033
H14 -2.6651 2.4568 -3.8752
H15 -2.5360 -0.5797 -4.1844
H16 -1.4168 0.5528 -4.9441
H17 -3.1267 0.5535 -5.4056
H18 -4.1573 0.1719 -2.4808
H19 -4.8881 1.3387 -3.5890
H20 -4.3023 1.8805 -2.0269
H21 0.2233 4.6736 -3.9080
H22 0.7772 1.6580 -3.8895
H23 1.3756 2.7970 -5.0963
H24 -0.3573 2.5211 -4.9446
H25 2.0866 3.0679 -2.0870
H26 1.6578 4.7824 -1.8916
H27 2.5809 4.2570 -3.2952
H28 -4.2690 -0.0559 0.1423
H29 -6.3230 1.2907 1.9675
H30 -6.6762 -0.0977 0.9385
H31 -6.2338 1.4440 0.2037
H32 -4.6245 -0.1969 3.1805
H33 -3.1795 -0.7521 2.2993
H34 -4.7364 -1.5399 2.0448
C16 0.7419 -2.1027 -7.1819
C17 0.4116 -2.0710 -5.7181
C18 -0.6493 -2.8108 -5.2116
C19 -0.9777 -2.8217 -3.8611
C20 -2.1600 -3.6235 -3.4024
C21 -0.1965 -2.0563 -2.9820
Se1 -0.8438 -1.9659 -1.1725
C22 0.9031 -1.3435 -3.4563
C23 1.8720 -0.6776 -2.5368
C24 1.1788 -1.3427 -4.8206
H35 -0.1591 -2.1920 -7.7865
H36 1.3763 -2.9586 -7.4150
H37 1.2744 -1.2047 -7.4907
H38 -1.2567 -3.3941 -5.8928
H39 -2.5932 -4.1703 -4.2373
H40 -2.9372 -2.9854 -2.9756
H41 -1.8843 -4.3480 -2.6351
H42 1.3703 -0.0398 -1.7646
H43 2.5245 0.0303 -3.0505
H44 2.4889 -1.4070 -2.0111
H45 2.0347 -0.7858 -5.1829
C25 4.1358 -0.5181 6.8419
C26 3.5020 -1.6826 6.0893
S1 4.3645 -1.9615 4.5712
O9 4.0684 -0.8604 3.6689
O10 5.7318 -2.2945 4.8400
C27 3.5676 -3.4138 3.9006
C28 3.9750 -3.7106 2.4600
N2 3.5182 -2.6547 1.5426
C29 2.2237 -2.4709 1.2009
N3 2.0877 -1.3215 0.5341
C30 3.3441 -0.7702 0.4066
C31 4.2195 -1.5913 1.0290
N4 5.6416 -1.3526 1.1582
O11 6.0160 -0.2739 0.7590
O12 6.3278 -2.2327 1.6226
C32 1.1509 -3.4617 1.4738
H46 3.4881 -0.2419 7.6724
H47 4.2562 0.3528 6.1995
H48 5.1095 -0.7962 7.2374
H49 2.4597 -1.4912 5.8256
H50 3.5731 -2.6123 6.6532
H51 2.4924 -3.2937 4.0227
H52 3.8973 -4.2507 4.5167
H53 3.5159 -4.6446 2.1364
H54 5.0507 -3.8141 2.3559
H55 3.5515 0.1482 -0.1131
H56 1.1068 -4.1757 0.6486
H57 0.1829 -2.9726 1.5549
H58 1.3354 -4.0051 2.3944

M = 1047.65 Da
HOMO level (spin up / spin down) = -0.4487 / -0.4636 hartree
max |F| = 0.0216 hartree/bohr
spin multiplicity = 3
energy = -5925.19829 Ha
LUMO level (spin up / spin down) = -5.767 / -5.631 eV
net charge = +2
energy above the lowest of the compared OMol25 structures with the same formula, charge and spin = 103.8 kJ/mol